[1]
52
Properties=species:S:1:pos:R:3 method="wB97M-V/def2-TZVPD" spin_multiplicity=1 total_energy_ev=-314554.2411 total_charge=+3 de_lowest_kj_mol=31.7
Re 2.291 0.359 -0.678
Se 5.335 -2.837 1.503
Sb 5.771 -0.938 0.359
Se 3.452 -1.169 -1.791
Se 3.106 0.644 1.374
Se 7.109 0.674 -0.476
N 0.414 0.014 -0.958
P -0.713 -0.650 0.202
C -0.684 0.373 1.653
C -1.017 1.729 1.545
C -0.978 2.537 2.662
C -0.610 2.002 3.894
C -0.288 0.657 4.009
C -0.323 -0.165 2.891
C -0.301 -2.355 0.527
C -1.341 -3.287 0.440
C -1.110 -4.615 0.760
C 0.151 -5.022 1.163
C 1.187 -4.098 1.259
C 0.966 -2.769 0.951
C -2.277 -0.598 -0.655
C -2.360 -1.207 -1.924
C -3.562 -1.197 -2.611
C -4.684 -0.611 -2.032
C -4.610 -0.046 -0.766
C -3.407 -0.036 -0.073
H -1.333 2.151 0.597
H -1.249 3.582 2.586
H -0.589 2.637 4.768
H -0.023 0.241 4.971
H -0.092 -1.218 2.993
H -2.333 -2.986 0.135
H -1.920 -5.328 0.695
H 0.328 -6.060 1.412
H 2.167 -4.420 1.585
H 1.777 -2.060 1.053
H -1.509 -1.741 -2.338
H -3.634 -1.671 -3.580
H -5.625 -0.612 -2.564
H -5.491 0.385 -0.313
H -3.358 0.410 0.913
I -0.636 1.275 -2.357
C 0.981 2.598 -2.314
C 0.880 3.810 -2.967
C 1.966 4.677 -2.917
C 3.102 4.295 -2.216
C 3.126 3.065 -1.601
N 2.080 2.207 -1.635
H -0.016 4.084 -3.506
H 1.921 5.635 -3.418
H 3.967 4.939 -2.152
H 3.995 2.715 -1.061



[2]
57
Properties=species:S:1:pos:R:3 method="wB97M-V/def2-TZVPD" spin_multiplicity=1 total_energy_ev=-87869.3254 total_charge=+1
Pt 0.419 -0.062 0.091
O 3.341 0.149 0.328
C 2.404 -0.161 -0.199
S -1.970 0.205 0.554
C -2.282 1.846 0.258
N -2.380 2.382 -0.946
C -2.895 3.745 -1.039
C -2.655 4.384 0.326
S -2.585 2.996 1.511
H -2.404 1.775 -1.756
H -3.958 3.724 -1.288
H -2.366 4.290 -1.819
H -3.453 5.060 0.619
H -1.703 4.914 0.374
S 1.858 6.365 -0.062
C 1.325 4.665 -0.027
C 1.131 4.007 1.183
C 0.819 2.661 1.171
N 0.701 1.969 0.030
C 0.877 2.602 -1.141
C 1.182 3.944 -1.210
C 0.222 7.109 -0.170
C -0.361 7.349 -1.404
C -1.614 7.953 -1.417
N -2.261 8.304 -0.313
C -1.677 8.096 0.861
C -0.428 7.498 0.991
H 1.237 4.530 2.123
H 0.671 2.112 2.092
H 0.793 1.999 -2.035
H 1.338 4.421 -2.167
H 0.143 7.095 -2.327
H -2.113 8.171 -2.355
H -2.226 8.424 1.736
H 0.024 7.357 1.963
O -3.555 -9.223 -0.810
S -2.793 -8.554 -1.841
O -3.364 -7.313 -2.307
O -2.247 -9.399 -2.875
C -1.260 -8.030 -0.875
N -0.491 -8.991 -0.367
C 0.564 -8.590 0.336
C 0.848 -7.242 0.533
C -0.022 -6.323 -0.038
N -1.079 -6.730 -0.747
C 0.089 -4.866 0.063
C 1.112 -4.199 0.747
C 1.125 -2.826 0.763
N 0.185 -2.083 0.144
C -0.812 -2.721 -0.497
C -0.893 -4.089 -0.556
H 1.189 -9.373 0.749
H 1.713 -6.942 1.111
H 1.888 -4.739 1.268
H 1.907 -2.300 1.294
H -1.565 -2.102 -0.965
H -1.708 -4.588 -1.067



[3]
50
Properties=species:S:1:pos:R:3 method="wB97M-V/def2-TZVPD" spin_multiplicity=1 total_energy_ev=-36637.8720 total_charge=0 de_lowest_kj_mol=4.8 smiles="Cn1cc(-c2cn(-c3cccc4c(-c5ccc(C(N)=O)c(N)c5)nccc34)cn2)cn1"
C 6.533 -6.796 -1.040
N 5.871 -5.569 -0.675
C 4.855 -5.006 -1.439
C 4.477 -3.883 -0.798
C 3.461 -2.904 -1.134
C 3.081 -1.880 -0.318
N 2.026 -1.242 -0.965
C 1.274 -0.187 -0.485
C 1.889 0.953 0.029
C 1.196 2.041 0.473
C -0.184 2.089 0.317
C -0.849 0.981 -0.231
C -2.259 0.914 -0.247
C -3.048 2.052 0.204
C -3.156 3.194 -0.589
C -3.830 4.302 -0.103
C -4.410 4.260 1.186
C -5.187 5.449 1.691
N -5.876 6.245 0.806
O -5.241 5.746 2.869
C -4.302 3.110 1.969
N -5.006 2.944 3.142
C -3.560 2.055 1.492
N -2.917 -0.229 -0.539
C -2.261 -1.296 -0.935
C -0.864 -1.296 -1.005
C -0.126 -0.191 -0.596
C 1.943 -1.843 -2.219
N 2.731 -2.889 -2.320
C 5.279 -3.814 0.374
N 6.116 -4.813 0.442
H 5.804 -7.611 -1.114
H 7.185 -7.047 -0.227
H 7.103 -6.752 -1.979
H 4.390 -5.373 -2.341
H 3.476 -1.694 0.685
H 2.974 0.912 0.126
H 1.741 2.883 0.903
H -0.759 2.952 0.680
H -2.694 3.290 -1.582
H -3.951 5.186 -0.711
H -6.613 6.775 1.241
H -6.051 5.857 -0.120
H -4.719 2.173 3.770
H -5.329 3.835 3.530
H -3.431 1.136 2.093
H -2.828 -2.184 -1.187
H -0.408 -2.249 -1.240
H 1.219 -1.579 -2.964
H 5.231 -3.006 1.080



[4]
48
Properties=species:S:1:pos:R:3 method="wB97M-V/def2-TZVPD" spin_multiplicity=1 total_energy_ev=-35884.2484 total_charge=0 de_lowest_kj_mol=0.0 smiles="C[C@H](O)CC1=CC(=O)C=C(N)C1=O.O=C1c2ccccc2C(=O)c2ccccc21"
C -3.285 -3.561 1.712
C -2.423 -4.871 2.023
O -2.768 -5.439 3.320
C -0.851 -4.701 1.836
C -0.218 -3.422 2.534
C 0.595 -2.590 1.714
C 1.335 -1.296 2.278
O 2.110 -0.611 1.583
C 1.104 -0.821 3.784
C 0.281 -1.652 4.579
N 0.046 -1.287 5.989
C -0.385 -3.000 4.043
O -1.037 -3.652 4.883
H -4.053 -3.833 0.908
H -3.894 -3.195 2.615
H -2.692 -2.677 1.318
H -2.754 -5.670 1.262
H -3.578 -5.020 3.664
H -0.296 -5.641 2.187
H -0.651 -4.624 0.714
H 0.734 -2.836 0.613
H 1.581 0.141 4.158
H 0.620 -0.440 6.167
H 0.511 -2.045 6.527
O 0.432 5.647 -3.280
C 0.607 4.452 -3.120
C 0.503 3.517 -4.265
C 0.224 4.015 -5.538
C 0.164 3.151 -6.624
C 0.384 1.787 -6.445
C 0.645 1.285 -5.175
C 0.700 2.149 -4.081
C 0.961 1.602 -2.730
O 1.078 0.400 -2.562
C 1.085 2.538 -1.589
C 1.367 2.039 -0.317
C 1.517 2.912 0.754
C 1.387 4.285 0.558
C 1.092 4.785 -0.705
C 0.935 3.912 -1.782
H 0.057 5.077 -5.685
H -0.049 3.540 -7.614
H 0.349 1.114 -7.295
H 0.811 0.222 -5.040
H 1.474 0.971 -0.158
H 1.740 2.522 1.741
H 1.515 4.967 1.393
H 0.989 5.855 -0.850



| no. | LUMO (eV) | molar mass (g mol⁻¹) |
| --- | --- | --- |
| 1 | -10.6 | 1105.10 |
| 2 | -6.0 | 766.79 |
| 3 | -0.3 | 409.45 |
| 4 | -1.4 | 389.41 |